Entry from the OMol25 dataset: 3 unconnected molecules or ions with the total composition C13H28BNO9S2 in a non-equilibrium geometry (ωB97M-V/def2-TZVPD).

```
54
Properties=species:S:1:pos:R:3:nbo_charge:R:1
H -2.76 -1.63 1.04 0.23
C -3.30 1.50 -2.19 -0.42
H -2.53 -2.71 -1.14 0.19
H -3.73 2.25 -2.86 0.19
H 2.08 3.91 -1.76 0.22
H 4.51 -0.29 -0.71 0.21
O -0.66 -1.90 -1.45 -0.69
O -0.77 -2.22 0.92 -0.70
H 3.28 0.06 0.50 0.21
C -1.88 -1.39 0.46 -0.10
C -3.94 1.83 0.09 0.73
H -2.51 -0.98 -1.57 0.22
S 0.24 -2.49 -0.28 2.55
H 3.92 1.51 -1.98 0.25
B 2.06 1.87 -0.98 0.71
C 0.09 3.55 -0.95 -0.38
C 2.31 -5.16 1.96 -0.10
H -4.03 0.70 -2.05 0.22
H -0.10 2.88 -0.11 0.20
C -2.01 -1.76 -1.00 -0.10
H 4.88 0.78 0.61 0.20
H -1.62 -0.35 0.60 0.21
O -4.05 0.71 0.59 -0.59
H -1.13 2.78 -2.58 0.20
H 2.46 -5.22 0.88 0.22
O 4.90 -5.82 4.18 -0.90
O 3.07 -4.18 3.93 -0.69
H 0.21 4.55 -0.54 0.20
H 2.19 -3.04 2.45 0.22
H 4.09 2.59 -0.63 0.24
H -2.18 3.74 0.05 0.20
C 4.09 0.48 -0.07 -0.60
H -5.78 2.52 0.87 0.25
H -4.40 3.53 1.30 0.25
O 0.38 -3.89 -0.43 -0.92
H -1.23 4.51 -2.35 0.21
H 1.09 2.77 -2.70 0.24
C 3.61 1.67 -0.94 -0.80
H -2.44 1.06 -2.68 0.20
C 1.36 3.09 -1.69 -0.79
N -2.93 2.06 -0.89 -0.49
H -3.21 4.15 -1.31 0.17
H 1.36 1.05 -0.45 -0.10
H 1.25 -5.28 2.19 0.20
S 3.49 -5.72 4.08 2.55
C -1.18 3.56 -1.82 -0.40
O 2.65 -6.31 5.05 -0.90
C -4.86 2.95 0.51 -0.73
O 1.39 -1.66 -0.12 -0.91
O 3.06 -6.19 2.62 -0.69
H 3.83 -3.62 2.09 0.19
C 2.87 -3.88 2.54 -0.10
H -5.06 3.62 -0.32 0.22
C -2.45 3.44 -0.96 -0.22
```

Calculated values
HOMO-LUMO gap in eV: 10.2
SMILES string: CCBCCCCN(C)C(C)=O.O=S1(=O)OCCO1.O=S1(=O)OCCO1
Energy relative to the best compared isomer or geometry (same formula, charge and spin) in eV: 0.278
Lowest unoccupied orbital energy in eV: 0.35
HOMO level in Ha: -0.3631
Total energy in eV: -56197.16556

***

Entry from the OMol25 dataset: a molecular structure, C22H25BF4NOP2Sc (ωB97M-V/def2-TZVPD).

```
57
Properties=species:S:1:pos:R:3:nbo_charge:R:1
C 3.18 1.35 0.36 -0.17
H -0.91 3.44 1.62 0.55
H -2.56 -2.44 -1.00 0.26
C 3.91 1.88 2.59 -0.17
C 0.28 1.10 2.74 0.23
H -0.89 -2.22 2.76 0.25
H -4.11 -1.65 -0.66 0.27
H 4.70 2.16 3.28 0.25
N -0.84 1.63 2.40 -0.25
C 1.37 -4.04 -0.85 -0.17
H -0.01 4.11 -3.56 0.24
C 0.90 1.27 -1.94 -0.42
H -0.35 -1.48 -2.24 0.22
C 1.27 2.59 -4.36 -0.15
C 1.89 1.12 0.81 -0.30
H 2.18 -0.26 -2.77 0.22
C 0.28 2.50 -2.18 -0.18
F -5.01 2.38 -1.02 -0.45
C 2.63 1.63 3.07 -0.14
C -3.86 -1.38 2.45 -0.93
C 1.89 1.36 -4.13 -0.20
O -0.68 2.56 1.28 -0.63
H -3.74 -3.22 0.07 0.27
C 0.49 -3.36 -1.69 -0.21
C 1.01 -1.30 -0.56 -0.40
C 0.30 -2.00 -1.55 -0.16
H 1.51 -5.10 -0.96 0.25
C 1.70 0.70 -2.93 -0.13
C 0.47 3.16 -3.38 -0.19
C 1.62 1.30 2.18 -0.16
H 5.18 1.93 0.87 0.25
H 0.14 0.43 3.59 0.25
H -4.24 -2.39 2.63 0.26
F -3.02 1.06 -1.19 -0.54
P 0.65 0.46 -0.36 0.82
C 4.18 1.75 1.24 -0.14
F -3.83 1.56 0.86 -0.52
H -3.47 -0.97 3.38 0.26
H 2.77 -3.87 0.76 0.24
C -1.33 -2.60 1.84 -0.94
H 1.42 3.10 -5.30 0.24
B -3.84 2.19 -0.47 1.37
H 2.42 1.72 4.13 0.24
H -0.34 2.97 -1.42 0.20
C 2.07 -3.34 0.12 -0.19
H 2.51 0.92 -4.90 0.24
H 3.42 1.23 -0.69 0.24
H -0.04 -3.90 -2.46 0.24
C 1.90 -1.97 0.27 -0.20
Sc -1.84 1.00 0.42 1.69
H -1.81 -3.55 2.06 0.27
H 2.46 -1.44 1.02 0.23
F -2.88 3.18 -0.39 -0.50
H -0.54 -2.76 1.11 0.26
P -2.57 -1.45 1.20 0.82
H -4.69 -0.75 2.11 0.27
C -3.31 -2.27 -0.24 -0.94
```

Calculated values
HOMO-LUMO gap in eV: 7.7
Lowest unoccupied orbital energy in eV: -7.11
HOMO level in Ha: -0.5441
Total energy in eV: -77574.91226
Net charge: +2